Molecular formula: C4H8N2
Method: DFT, wB97M-V/def2-TZVPD

```
14
Properties=species:S:1:pos:R:3:nbo_charge:R:1
C 1.956 0.001 0.330 -0.43
N 0.594 -0.496 0.428 -0.54
C -0.340 -0.091 -0.425 0.27
C -1.715 -0.681 -0.320 -0.67
C -0.243 2.084 -0.253 -0.06
N -1.265 1.914 0.318 -0.57
H 2.383 -0.294 -0.633 0.21
H 2.555 -0.437 1.130 0.21
H 1.945 1.098 0.395 0.24
H 0.266 -0.722 1.361 0.40
H 0.018 0.137 -1.424 0.23
H -2.424 -0.094 -0.901 0.26
H -1.668 -1.702 -0.722 0.23
H -2.063 -0.717 0.715 0.23
```

Calculated values
Spin multiplicity: 1
Relative energy (zero: lowest compared OMol25 entry of this formula, charge and spin): 228.1 kJ/mol
Lowest unoccupied orbital energy: 0.64 eV
HOMO-LUMO gap: 10.25 eV
DFT total energy: -266.6351 hartree